1.
A molecular structure, C28H19F5N7RuSSe. Source: the Open Molecules 2025 dataset; level of theory: ωB97M-V/def2-TZVPD.

```
62
Properties=species:S:1:pos:R:3:forces:R:3
Ru -0.3889 -0.4374 -0.5923 -0.0818 0.0416 -0.8080
C 1.2537 2.0695 -0.5707 -0.0178 0.0025 0.0197
N -0.1837 1.6368 -0.7263 0.0504 0.0227 0.0222
C -1.0434 2.2543 0.3372 -0.0102 -0.0345 0.0038
C -0.8453 1.4118 1.5534 0.0235 0.0351 -0.0349
N -0.5045 0.1415 1.3906 0.0425 -0.0099 -0.0490
C -0.4041 -0.4208 2.6653 -0.0294 -0.0128 0.0080
C -0.0768 -1.7111 3.0754 0.0038 0.0069 0.0020
C -0.0783 -1.9480 4.4344 -0.0027 0.0066 0.0063
C -0.3911 -0.9373 5.3610 0.0059 -0.0057 -0.0071
C -0.7124 0.3443 4.9629 -0.0028 0.0014 -0.0134
C -0.7128 0.5758 3.5924 -0.0067 -0.0025 0.0016
N -0.9801 1.7255 2.8415 -0.0041 -0.0194 0.0000
C 2.1378 0.8730 -0.5749 -0.0288 -0.0909 0.0770
N 1.6290 -0.3404 -0.4202 0.0747 0.1257 -0.0079
C 2.7052 -1.2345 -0.3989 -0.0494 0.0166 0.0523
C 2.7573 -2.6172 -0.2381 0.0018 0.0007 -0.0083
C 4.0076 -3.2013 -0.2516 0.0059 0.0023 -0.0033
C 5.1770 -2.4406 -0.4173 -0.0054 -0.0100 0.0062
C 5.1359 -1.0695 -0.5662 -0.0144 0.0111 -0.0039
C 3.8740 -0.4890 -0.5500 0.0117 0.0025 0.0021
N 3.4659 0.8432 -0.6619 0.0485 -0.0086 0.0209
H 1.5149 2.7830 -1.3527 0.0092 -0.0147 -0.0164
H 1.3591 2.5798 0.3890 0.0043 0.0333 -0.0231
H -0.5153 1.9858 -1.6219 -0.0208 -0.0097 0.0063
H -0.7814 3.3021 0.4902 -0.0095 -0.0013 0.0101
H -2.0810 2.1998 0.0031 -0.0013 0.0186 0.0074
H 0.1745 -2.4902 2.3670 0.0031 -0.0001 0.0010
H 0.1702 -2.9336 4.8032 -0.0008 -0.0003 -0.0001
H -0.3760 -1.1726 6.4162 -0.0010 0.0004 0.0010
H -0.9493 1.1184 5.6799 0.0014 0.0004 0.0021
H -1.2419 2.6278 3.2134 0.0053 0.0029 -0.0005
H 1.8675 -3.2098 -0.0736 0.0114 -0.0016 -0.0012
H 4.0971 -4.2708 -0.1191 -0.0026 0.0006 -0.0010
H 6.1340 -2.9435 -0.4190 0.0008 0.0009 -0.0003
H 6.0379 -0.4849 -0.6850 0.0015 0.0014 -0.0009
H 4.0773 1.6415 -0.7607 -0.0036 -0.0048 -0.0084
F -0.9177 -6.6952 -2.7485 -0.0050 -0.0251 -0.0041
C -0.7993 -5.4069 -2.7650 0.0204 0.1468 0.0408
C -0.7444 -4.7145 -1.5317 -0.0144 -0.1062 -0.1322
F -0.8087 -5.3787 -0.4025 -0.0053 -0.0225 0.0580
C -0.6230 -3.3608 -1.5698 -0.0087 0.1163 -0.0995
F -0.5614 -2.6601 -0.3934 0.0332 -0.0658 -0.0386
C -0.5392 -2.6280 -2.7671 -0.0402 -0.1884 -0.0505
S -0.3475 -0.9428 -2.7472 -0.1144 0.1234 0.7584
C -0.5998 -3.3516 -3.9833 0.0067 0.1135 0.1453
F -0.5313 -2.7016 -5.1148 0.0022 0.0003 -0.0483
C -0.7284 -4.7285 -3.9836 -0.0043 -0.0581 0.0992
F -0.7837 -5.3981 -5.1044 -0.0012 -0.0036 -0.0269
Se -3.2905 -1.2583 0.9396 -0.0229 -0.0307 -0.0315
N -2.4980 -0.4414 -0.4863 0.1262 -0.2076 0.0181
C -3.4458 -0.1658 -1.3847 -0.0116 0.1093 0.0475
C -3.2886 0.5093 -2.6243 0.0852 -0.0506 0.0436
C -4.3878 0.6871 -3.4115 -0.0925 -0.0200 -0.0323
C -5.6922 0.2282 -3.0372 0.0341 0.0321 -0.0248
C -5.8946 -0.3953 -1.8542 0.0020 -0.0016 0.0122
C -4.7714 -0.6043 -0.9897 0.0289 0.0006 0.0200
N -4.8619 -1.1929 0.1841 -0.0270 0.0340 -0.0094
H -2.3322 0.9114 -2.9315 0.0003 0.0065 0.0030
H -4.2808 1.2089 -4.3541 -0.0009 -0.0036 -0.0045
H -6.5178 0.4030 -3.7129 -0.0009 0.0014 0.0004
H -6.8676 -0.7408 -1.5324 -0.0024 -0.0078 -0.0061
```
Positions in Å, forces in eV/Å.

Output
HOMO-LUMO gap (spin up / spin down) ... 4.7 / 4.7 eV
E_HOMO (spin up / spin down) ... -0.6209 / -0.6209 Ha
Total charge ... +3
E_LUMO (spin up / spin down) ... -12.18 / -12.18 eV

Here are the Löwdin charges for atoms 1 to 6, given in e: atom 1 (Ru): 1.087, atom 2 (C): -0.036, atom 3 (N): -0.121, atom 4 (C): -0.062, atom 5 (C): -0.306, atom 6 (N): -0.023


2.
A molecular structure, C28H19LiN5S3 at a distorted geometry. Source: the Open Molecules 2025 dataset; level of theory: ωB97M-V/def2-TZVPD.

```
56
Properties=species:S:1:pos:R:3:forces:R:3
Li 0.5501 -0.2060 -1.1701 0.0620 0.1508 -0.1863
N -0.9018 -0.4869 2.5815 -0.2262 -0.1642 -0.1638
C 0.1291 0.2392 3.1204 0.5308 0.2787 -0.3372
C 0.4998 0.5233 4.4243 -0.1023 0.0605 0.1454
C 1.6116 1.3264 4.5946 -0.0349 -0.0783 0.1101
C 2.3375 1.8089 3.5020 0.1548 0.1217 -0.0416
C 1.9930 1.5025 2.2014 -0.0712 -0.0227 0.0175
C 0.8745 0.7011 2.0055 -0.1925 -0.1280 0.9906
N 0.3042 0.2375 0.8602 -0.4726 -0.3725 -0.8401
C -0.7476 -0.4460 1.2154 0.5906 0.3962 0.7418
C -1.6180 -1.1154 0.2914 -1.2533 -1.0005 0.1505
C -2.6295 -1.9861 0.6095 0.0978 0.0882 -0.2853
S -3.3766 -2.5999 -0.8087 0.5435 0.6587 -0.0056
C -2.2780 -1.6012 -1.7386 -0.4565 -0.5819 0.3728
N -1.4444 -0.9265 -1.0420 0.2315 0.3192 -0.4528
H -1.6405 -0.9384 3.0922 0.0386 0.0525 -0.1086
H -0.0584 0.1480 5.2716 -0.0305 0.0039 0.0382
H 1.9295 1.5866 5.5962 -0.0048 -0.0021 0.0060
H 3.1885 2.4484 3.6895 0.0740 0.0198 -0.0164
H 2.5436 1.8782 1.3548 0.0820 0.0489 -0.1012
H -2.9779 -2.3048 1.5716 0.0288 -0.0428 0.2488
H -2.3233 -1.5957 -2.8069 0.0533 0.0144 -0.3818
C 4.5196 1.4317 -1.1821 0.0101 -0.0187 -0.0228
C 5.2861 0.2901 -1.0116 -0.0686 -0.0033 0.0012
C 4.6630 -0.9402 -1.0154 0.0091 -0.0497 -0.0046
C 3.2738 -1.0236 -1.1923 0.6869 0.2145 0.0061
N 2.5631 0.0889 -1.3863 -0.3679 -0.0615 0.0658
C 3.1567 1.2630 -1.3740 0.5782 0.5861 -0.0129
C 2.5349 -2.2874 -1.1929 -0.5048 -0.9491 -0.0806
C 3.2104 -3.5041 -1.0318 0.2025 0.2121 0.0192
C 2.5262 -4.7010 -1.0576 0.0735 -0.2589 0.0153
C 1.1558 -4.6909 -1.2665 -0.1166 -0.1756 -0.0163
C 0.5004 -3.4795 -1.4206 -0.0308 -0.0128 -0.0211
C 1.1359 -2.2364 -1.3806 0.1754 0.2615 0.0312
H 4.9564 2.4189 -1.1711 0.0076 0.0751 -0.0301
H 6.3584 0.3490 -0.8792 0.0607 0.0456 0.0304
H 5.2589 -1.8312 -0.8858 -0.0486 -0.0190 0.0264
H 2.5101 2.1147 -1.5191 -0.0444 0.0928 -0.0431
H 4.2828 -3.5411 -0.8878 0.0834 -0.0036 0.0344
H 3.0596 -5.6359 -0.9231 -0.0073 0.0111 -0.0168
H 0.6101 -5.6297 -1.3084 -0.0140 -0.0010 0.0049
H -0.5750 -3.5125 -1.5938 -0.0729 -0.0700 0.0487
S 0.3040 3.1056 -1.1001 1.4281 0.2817 -0.0596
C -1.3326 2.9832 -1.0850 -0.9632 0.9470 0.0548
N -2.0586 1.9165 -1.1172 0.2712 -0.7408 0.0125
C -3.3876 2.1518 -1.0879 -0.8167 0.6875 0.0451
C -4.3881 1.1828 -1.0914 0.1343 0.0124 -0.0185
C -5.7124 1.5709 -1.0430 -0.2317 -0.0715 -0.0246
C -6.0697 2.9132 -1.0098 -0.2521 0.0787 0.0196
C -5.0960 3.9005 -1.0136 -0.0959 -0.0727 0.0554
C -3.7708 3.5188 -1.0398 0.0974 0.0446 0.0113
S -2.3612 4.5258 -1.0118 0.3126 -0.7952 -0.0631
H -4.1169 0.1399 -1.1408 0.0161 -0.0855 0.0535
H -6.4870 0.8147 -1.0353 -0.0450 -0.0365 -0.0153
H -7.1147 3.1914 -0.9765 -0.0582 0.0064 -0.0073
H -5.3637 4.9479 -0.9828 -0.0513 0.0476 -0.0002
```
Positions in Å, forces in eV/Å.

Output
HOMO-LUMO gap ... 6.2 eV
E_HOMO ... -0.1433 Ha
Total charge ... -1
E_LUMO ... 2.26 eV

Here are the Löwdin charges for atoms 1 to 6, given in e: atom 1 (Li): 0.520, atom 2 (N): 0.177, atom 3 (C): -0.184, atom 4 (C): -0.036, atom 5 (C): -0.110, atom 6 (C): -0.097


3.
A molecular structure, C28H19N5O6RhS at a distorted geometry. Source: the Open Molecules 2025 dataset; level of theory: ωB97M-V/def2-TZVPD.

```
60
Properties=species:S:1:pos:R:3:forces:R:3
Rh 0.2166 -0.1414 -0.0401 1.1371 1.1980 0.8202
O -0.1833 -0.6869 6.7245 0.1575 0.3965 0.1957
C 0.0114 0.3888 6.1512 -0.0267 -0.0787 -0.8524
O 0.2692 1.5598 6.4579 -0.1138 -0.3405 0.2774
C -0.0927 0.2260 4.5674 -0.0146 0.0547 0.6352
C 0.0427 -1.0283 3.9804 -0.0606 -0.0365 -0.2147
C -0.0405 -1.1254 2.6065 0.1811 -0.3311 -0.0482
N -0.2097 -0.0218 1.8641 -0.2369 -0.1539 -0.0080
C -0.3541 1.1889 2.4082 -0.1034 0.3674 -0.1673
C -0.3181 1.3463 3.7743 -0.0655 0.0726 -0.1329
C -0.4792 2.2552 1.3826 0.0426 -0.2081 0.1443
C -0.7129 3.5872 1.6597 -0.0721 0.1450 0.1036
C -0.7582 4.5023 0.6156 0.0025 -0.0160 0.1046
C -0.5868 4.0604 -0.6858 -0.0605 -0.0024 -0.0133
C -0.3873 2.7094 -0.9036 -0.0937 -0.0181 -0.1456
N -0.3162 1.8397 0.1054 0.1786 -0.0330 -0.3565
C 0.0073 -2.3628 1.7812 -0.0219 0.3370 -0.0247
C -0.1718 -3.6354 2.2743 0.0084 -0.1272 0.1447
C -0.2861 -4.6964 1.3833 0.0302 0.0195 0.0415
C -0.2256 -4.4544 0.0221 -0.0082 -0.0359 -0.0002
C -0.0175 -3.1595 -0.4129 0.1224 -0.0088 -0.0056
N 0.1197 -2.1442 0.4453 0.2383 -0.1793 -0.1428
H 0.2181 -1.8887 4.6154 -0.1272 0.0850 0.0827
H -0.4310 2.3121 4.2521 0.1022 -0.0852 0.1219
H -0.8576 3.8969 2.6857 -0.0004 0.0312 -0.0287
H -0.9365 5.5507 0.8186 0.0145 -0.0299 0.0210
H -0.6119 4.7443 -1.5229 -0.0736 -0.0454 -0.0011
H -0.2830 2.2960 -1.9000 0.0775 -0.0569 0.0346
H -0.2435 -3.7890 3.3425 -0.0464 -0.0208 -0.0284
H -0.4443 -5.7016 1.7510 0.0270 0.0243 0.0263
H -0.3305 -5.2526 -0.6982 -0.0183 0.0174 -0.0034
H 0.0427 -2.9123 -1.4646 0.0904 0.0431 0.0111
O 1.4260 0.0452 -4.0167 -0.0295 0.1448 0.0469
C 1.5259 -0.5136 -2.9428 -0.1361 -0.1288 0.0642
O 0.6625 -0.2945 -1.9802 -0.2473 0.0104 -0.3407
C 2.6760 -1.4669 -2.7207 0.0587 0.0551 0.0464
C 3.4850 -1.7433 -3.8213 0.0329 -0.0669 0.0226
C 4.5873 -2.5704 -3.6929 0.0641 -0.0258 -0.1367
C 4.8711 -3.1131 -2.4546 -0.0723 -0.0320 -0.0121
C 4.0907 -2.8577 -1.3463 -0.0145 -0.0088 0.1425
C 2.9897 -2.0273 -1.4866 0.0376 -0.0078 -0.0541
N 6.0397 -4.0127 -2.3111 0.0178 0.0146 0.0000
O 6.1808 -4.5735 -1.2443 -0.0206 0.0423 -0.0185
O 6.7731 -4.1283 -3.2680 -0.0394 0.0144 0.0110
H 3.2354 -1.3041 -4.7763 -0.0063 0.0145 0.0127
H 5.2226 -2.7998 -4.5361 0.0017 -0.0001 0.0124
H 4.3527 -3.2957 -0.3939 -0.0017 -0.0181 -0.0197
H 2.3898 -1.8108 -0.6187 -0.0283 0.0313 0.0241
S 2.3440 0.8118 0.6828 -0.8923 -1.0449 -0.2524
C 2.6360 2.2300 -0.2791 -0.1435 0.0052 -0.2798
N 2.9988 3.3400 0.4027 0.0526 -0.0903 0.0726
C 3.3379 4.5052 -0.1818 0.0692 0.1287 0.0423
C 3.3047 4.6193 -1.5435 -0.0249 -0.0209 -0.1165
C 2.9371 3.5013 -2.2949 0.0110 0.0322 0.0411
C 2.5947 2.3196 -1.6677 0.0854 -0.0309 -0.0021
H 3.0346 3.2606 1.4141 -0.0288 0.0610 0.0178
H 3.6342 5.3118 0.4734 -0.0266 -0.0507 0.0561
H 3.5638 5.5556 -2.0153 0.0466 -0.0138 0.0368
H 2.9365 3.5517 -3.3769 -0.0593 -0.0229 0.0291
H 2.3048 1.4577 -2.2435 0.0272 0.0238 -0.0372
```
Positions in Å, forces in eV/Å.

Output
HOMO-LUMO gap (spin up / spin down) ... 4.5 / 4.5 eV
E_HOMO (spin up / spin down) ... -0.3824 / -0.3824 Ha
Total charge ... +1
E_LUMO (spin up / spin down) ... -5.93 / -5.92 eV

Here are the Löwdin charges for atoms 1 to 6, given in e: atom 1 (Rh): 1.075, atom 2 (O): 0.004, atom 3 (C): -0.670, atom 4 (O): -0.007, atom 5 (C): -0.033, atom 6 (C): 0.088


4.
A molecular structure, C28H19N5O6RhS. Source: the Open Molecules 2025 dataset; level of theory: ωB97M-V/def2-TZVPD.

```
60
Properties=species:S:1:pos:R:3:forces:R:3
Rh 0.3931 0.2328 0.3740 0.1688 -0.1419 -0.0311
O -2.4966 -2.9938 5.9889 -0.1305 -0.3045 0.5135
C -3.1191 -2.0772 5.3038 0.0928 0.4858 -0.7941
O -4.2039 -1.6095 5.5155 0.1115 -0.2892 0.3253
C -2.2600 -1.6500 4.1188 -0.0259 0.1479 -0.1473
C -2.8200 -0.6783 3.3058 -0.0085 -0.0216 0.0185
C -2.0882 -0.2353 2.2153 0.0055 -0.0045 -0.0024
N -0.8744 -0.7221 1.9644 -0.0111 -0.0073 0.1736
C -0.3334 -1.6762 2.7212 -0.0097 0.0342 -0.0635
C -1.0077 -2.1706 3.8283 -0.1178 -0.0623 0.1572
C 1.0073 -2.1544 2.2846 0.1573 0.0288 -0.0438
C 1.6695 -3.2109 2.8893 -0.0485 0.0342 0.0175
C 2.9165 -3.5850 2.4133 0.0293 -0.0165 -0.0100
C 3.4712 -2.8964 1.3491 0.0035 -0.0165 0.0259
C 2.7504 -1.8540 0.7928 -0.0443 -0.0161 0.0157
N 1.5514 -1.4982 1.2476 -0.1613 -0.0994 -0.0541
C -2.5745 0.7807 1.2427 0.0261 0.1581 -0.0902
C -3.8435 1.3358 1.2970 0.0423 -0.0326 0.0568
C -4.2104 2.2686 0.3401 0.0032 0.0337 -0.0463
C -3.3043 2.6222 -0.6457 -0.0515 0.0070 0.0463
C -2.0578 2.0214 -0.6382 0.0115 -0.0385 0.0318
N -1.7044 1.1269 0.2824 -0.1476 -0.1816 -0.1767
H -3.8013 -0.3008 3.5537 0.0111 0.0159 -0.0307
H -0.5769 -2.9355 4.4567 0.0393 0.0022 -0.0259
H 1.2242 -3.7428 3.7167 0.0129 -0.0115 0.0045
H 3.4474 -4.4082 2.8719 -0.0055 0.0017 0.0019
H 4.4410 -3.1567 0.9506 -0.0002 0.0006 0.0022
H 3.1357 -1.2804 -0.0409 -0.0161 0.0118 -0.0104
H -4.5413 1.0450 2.0684 -0.0070 0.0083 -0.0028
H -5.1973 2.7105 0.3639 0.0026 -0.0046 0.0020
H -3.5548 3.3410 -1.4124 -0.0010 0.0004 0.0026
H -1.3141 2.2516 -1.3922 0.0082 -0.0256 0.0041
O 2.0028 1.4799 -3.4335 -0.0285 0.0159 -0.0926
C 1.4187 0.6561 -2.7526 0.0800 0.1034 0.2014
O 1.2530 0.8264 -1.4696 -0.0028 0.2027 -0.1162
C 0.8709 -0.6057 -3.3621 -0.0536 -0.0076 -0.0065
C 1.1735 -0.8746 -4.6929 0.0000 -0.0096 -0.0069
C 0.6864 -2.0162 -5.3063 0.0004 -0.0276 -0.0265
C -0.1100 -2.8717 -4.5682 0.0047 0.0359 0.0290
C -0.4359 -2.6300 -3.2469 0.0127 -0.0335 -0.0170
C 0.0666 -1.4884 -2.6474 -0.0174 -0.0103 -0.0223
N -0.6391 -4.0937 -5.2125 0.0193 0.0116 -0.0081
O -1.3296 -4.8258 -4.5340 -0.0063 -0.0068 -0.0035
O -0.3465 -4.2828 -6.3724 -0.0099 -0.0086 0.0041
H 1.7938 -0.1749 -5.2351 -0.0048 0.0020 0.0075
H 0.9100 -2.2491 -6.3368 0.0009 0.0020 0.0042
H -1.0669 -3.3273 -2.7166 -0.0002 0.0027 -0.0001
H -0.1928 -1.2914 -1.6135 0.0292 0.0426 0.0116
S 1.5078 1.8818 1.6935 0.0566 0.3344 0.1862
C 1.7367 3.3305 0.7513 -0.0072 -0.3027 0.1261
N 1.9767 3.2545 -0.5726 -0.1733 -0.1707 -0.0629
C 2.2360 4.3163 -1.3502 0.0019 0.1398 -0.0386
C 2.2707 5.5740 -0.8054 0.0314 -0.0503 -0.1427
C 2.0138 5.7073 0.5591 -0.0150 -0.0956 0.1508
C 1.7464 4.5976 1.3364 0.0980 0.1783 -0.0644
H 1.8629 2.3168 -1.0295 0.0690 -0.0316 0.0279
H 2.4026 4.0885 -2.3948 -0.0119 0.0129 0.0061
H 2.4864 6.4297 -1.4267 0.0018 -0.0109 -0.0055
H 2.0271 6.6883 1.0161 -0.0071 -0.0047 -0.0024
H 1.5544 4.6830 2.3956 -0.0077 -0.0102 -0.0084
```
Positions in Å, forces in eV/Å.

Output
HOMO-LUMO gap (spin up / spin down) ... 7.0 / 5.1 eV
E_HOMO (spin up / spin down) ... -0.4014 / -0.4113 Ha
2S+1 ... 5
Total charge ... +1
E_LUMO (spin up / spin down) ... -3.93 / -6.09 eV

Here are the Löwdin charges for atoms 1 to 6, given in e: atom 1 (Rh): 0.892, atom 2 (O): 0.288, atom 3 (C): -0.508, atom 4 (O): 0.156, atom 5 (C): -0.072, atom 6 (C): 0.085


What total energy values result from the calculations? In sequence: -4854.60228 -2554.41640 -2312.08147 -2312.06280 hartree.